(1)
Computed, not measured: a cluster of 2 separate species, C23H22F6NO3S in total at a distorted geometry, with wB97M-V/def2-TZVPD.

```
56
Properties=species:S:1:pos:R:3
C 3.042 -2.443 1.988
O 4.324 -1.968 1.508
C 4.198 -1.488 0.117
C 5.434 -0.513 -0.173
C 5.163 0.576 -1.339
C 4.651 1.945 -0.658
C 3.292 2.543 -1.265
C 2.133 1.465 -1.544
C 0.782 1.693 -0.725
C -0.561 1.815 -1.549
C -1.884 1.987 -0.771
C -1.883 2.036 0.791
C -0.588 1.939 1.629
C 0.760 1.756 0.826
S 2.267 1.589 1.907
C -3.408 2.179 1.280
O -3.802 2.409 2.441
N -4.129 1.933 0.023
C -5.302 1.049 0.042
F -6.178 1.329 -1.079
F -6.141 1.237 1.206
C -4.976 -0.506 -0.032
C -6.192 -1.511 -0.037
C -5.966 -3.062 -0.125
C -4.539 -3.695 -0.236
C -3.331 -2.691 -0.222
C -1.812 -3.200 -0.338
F -1.129 -2.225 -1.154
F -1.164 -3.256 0.918
F -1.713 -4.427 -1.048
C -3.571 -1.143 -0.106
C -3.398 2.098 -1.243
O -3.793 2.276 -2.416
H 2.554 -1.743 2.765
H 3.241 -3.431 2.557
H 2.302 -2.710 1.150
H 3.168 -0.999 0.052
H 4.200 -2.453 -0.527
H 6.318 -1.194 -0.486
H 5.741 -0.052 0.829
H 4.464 0.165 -2.142
H 6.189 0.775 -1.825
H 5.473 2.736 -0.865
H 4.650 1.788 0.471
H 3.534 3.163 -2.207
H 2.856 3.302 -0.510
H 2.438 0.375 -1.404
H 1.850 1.572 -2.664
H -0.577 1.747 -2.696
H -0.572 1.979 2.772
H 1.922 0.583 2.803
H -7.283 -1.169 0.044
H -6.858 -3.772 -0.105
H -4.341 -4.820 -0.312
H -2.634 -0.497 -0.077
F 0.780 2.927 3.757
```

As for the LUMO energy: 1.27 eV. As for the charge: -1. Its gap between HOMO and LUMO is 0.206 Eh. As for the HOMO energy: -4.34 eV.

---

(2)
Computed, not measured: a cluster of 14 separate species, H28O14 in total at a distorted geometry, with wB97M-V/def2-TZVPD.

```
42
Properties=species:S:1:pos:R:3
H 0.672 -0.347 -0.231
H -0.744 0.049 0.153
H -2.521 1.214 1.407
H -3.286 0.071 1.923
H 5.494 -1.884 -0.938
H 4.546 -1.251 0.172
H 0.213 -2.670 -0.735
H -0.953 -2.947 -1.820
H 4.037 -3.083 -1.220
H 3.754 -1.998 -2.194
H -3.729 -2.828 -0.170
H -4.134 -4.212 -0.467
H 0.079 3.249 -2.714
H 0.957 2.445 -1.764
H 2.866 0.950 0.966
H 3.930 1.648 0.342
H -2.513 2.689 2.887
H -1.693 3.672 2.339
H -3.854 0.342 -1.059
H -4.892 0.562 -2.103
H -1.893 -2.659 1.550
H -0.312 -3.034 1.349
H 3.490 4.067 -0.221
H 2.458 2.880 0.014
H -2.689 4.507 -1.008
H -2.652 3.759 -2.405
H 0.256 -1.902 4.031
H 0.931 -0.781 4.972
O -0.174 0.040 -0.567
O -2.797 0.308 1.183
O 5.463 -1.315 -0.097
O 0.046 -3.073 -1.583
O 4.379 -2.672 -2.035
O -4.513 -3.365 -0.209
O 0.419 2.298 -2.509
O 3.739 1.375 1.194
O -1.950 2.736 2.162
O -4.185 -0.020 -1.917
O -1.199 -3.271 1.145
O 2.712 3.839 0.299
O -2.293 3.737 -1.530
O 0.626 -0.929 4.080
```

As for the LUMO energy: -0.44 eV. As for the energy relative to the best compared isomer or geometry (same formula, charge and spin): 460.0 kJ/mol. As for the charge: 0. Its gap between HOMO and LUMO is 0.382 Eh. As for the HOMO energy: -10.84 eV.

---

(3)
Computed, not measured: a structure of composition C33H36CoN5OSTe at a distorted geometry, with wB97M-V/def2-TZVPD.

```
78
Properties=species:S:1:pos:R:3
Co 2.014 -1.579 -0.061
C 1.526 -4.560 -2.996
C 1.771 -3.331 -2.190
N 1.325 -3.139 -0.994
N 0.554 -4.087 -0.394
C 0.417 -3.837 0.891
N -0.338 -4.690 1.608
S 1.144 -2.499 1.730
C 2.568 -2.207 -2.718
C 3.031 -2.145 -4.022
C 3.731 -1.018 -4.431
C 3.948 0.008 -3.529
C 3.462 -0.130 -2.237
N 2.797 -1.208 -1.840
H 0.946 -5.271 -2.418
H 2.476 -5.015 -3.284
H 0.985 -4.316 -3.912
H -0.656 -5.542 1.178
H -0.384 -4.593 2.606
H 2.845 -2.961 -4.704
H 4.100 -0.947 -5.445
H 4.489 0.901 -3.806
H 3.628 0.636 -1.491
C -4.980 2.481 -3.711
C -3.887 2.258 -2.705
C -4.077 2.558 -1.361
C -3.084 2.357 -0.411
C -3.347 2.707 1.030
C -1.867 1.830 -0.854
Te -0.320 1.661 0.573
N 1.472 0.280 0.301
C 2.636 0.535 0.862
O 3.352 -0.531 0.890
C 3.171 1.812 1.377
C 2.824 3.035 0.808
C 3.348 4.211 1.320
C 4.216 4.167 2.403
C 4.574 2.948 2.963
C 4.060 1.769 2.447
C -1.180 0.223 1.829
C -1.059 0.406 3.208
C -0.277 1.514 3.868
C -1.676 -0.523 4.044
C -2.385 -1.601 3.544
C -3.064 -2.580 4.459
C -2.439 -1.775 2.163
C -1.832 -0.893 1.288
C -1.834 -1.209 -0.183
C -1.632 1.519 -2.193
C -0.346 0.918 -2.697
C -2.660 1.742 -3.101
H -5.837 2.980 -3.261
H -5.321 1.532 -4.126
H -4.626 3.093 -4.541
H -5.027 2.967 -1.038
H -4.345 3.125 1.142
H -2.635 3.451 1.398
H -3.274 1.830 1.675
H 2.169 3.063 -0.055
H 3.087 5.160 0.872
H 4.623 5.085 2.804
H 5.259 2.917 3.799
H 4.336 0.811 2.865
H 0.016 2.316 3.192
H 0.637 1.109 4.308
H -0.857 1.962 4.674
H -1.597 -0.389 5.116
H -2.936 -2.304 5.503
H -2.662 -3.586 4.324
H -4.133 -2.631 4.247
H -2.950 -2.640 1.756
H -2.136 -2.242 -0.342
H -0.830 -1.092 -0.604
H -2.515 -0.566 -0.744
H 0.444 0.891 -1.943
H 0.030 1.479 -3.553
H -0.513 -0.111 -3.025
H -2.495 1.503 -4.146
```

As for the multiplicity: 2. As for the LUMO energy (alpha / beta): -3.61 / -3.66 eV. As for the energy relative to the best compared isomer or geometry (same formula, charge and spin): 0.0 kJ/mol. As for the charge: +1. Its gap between HOMO and LUMO (alpha / beta) is 0.235 / 0.242 Eh. As for the HOMO energy (alpha / beta): -10.00 / -10.26 eV.

---

(4)
Computed, not measured: a cluster of 6 separate species, H12O6 in total at a distorted geometry, with wB97M-V/def2-TZVPD.

```
18
Properties=species:S:1:pos:R:3
O -0.597 0.285 -0.079
H 0.207 -0.281 -0.009
H -0.459 0.728 -0.923
O 0.237 3.287 0.947
H -0.314 2.496 0.903
H 0.449 3.437 1.869
O -2.661 -2.218 3.425
H -3.394 -1.599 3.353
H -2.081 -1.850 2.747
O 2.321 3.030 -2.890
H 3.028 2.474 -2.510
H 1.838 3.398 -2.119
O -0.773 -3.025 -0.672
H -1.083 -2.157 -0.337
H -0.196 -3.498 0.031
O 1.372 -1.293 -0.822
H 0.716 -2.005 -0.944
H 2.303 -1.484 -0.919
```

As for the multiplicity: 2. As for the LUMO energy (alpha / beta): 3.34 / 3.21 eV. As for the energy relative to the best compared isomer or geometry (same formula, charge and spin): 99.1 kJ/mol. As for the charge: -1. Its gap between HOMO and LUMO (alpha / beta) is 0.102 / 0.403 Eh. As for the HOMO energy (alpha / beta): 0.55 / -7.75 eV.

---

(5)
Computed, not measured: a cluster of 2 separate species, C15H35BrNO in total at a distorted geometry, with wB97M-V/def2-TZVPD.

```
53
Properties=species:S:1:pos:R:3
C 2.411 -2.324 1.191
C 0.943 -2.134 1.897
C -0.335 -2.607 0.985
C -0.355 -2.020 -0.545
C -1.927 -1.802 -0.971
C -2.193 -0.581 -2.032
C -1.789 0.925 -1.427
C -2.090 1.079 0.177
C -1.967 2.603 0.767
C -0.438 3.041 1.217
C 0.730 2.612 0.149
C 2.209 3.258 0.450
C 3.237 2.031 0.903
C 4.729 2.139 0.219
N 4.943 0.857 -0.602
Br 6.757 0.735 -1.113
H 3.112 -1.425 1.529
H 2.895 -3.313 1.640
H 2.379 -2.376 0.018
H 0.765 -1.036 2.319
H 0.946 -2.836 2.860
H -1.314 -2.304 1.590
H -0.356 -3.797 0.950
H 0.341 -1.099 -0.737
H 0.053 -2.896 -1.246
H -2.321 -2.803 -1.486
H -2.636 -1.649 -0.028
H -3.303 -0.530 -2.442
H -1.457 -0.745 -2.956
H -0.644 1.063 -1.721
H -2.369 1.727 -2.091
H -1.454 0.354 0.857
H -3.227 0.751 0.334
H -2.458 3.428 0.076
H -2.608 2.622 1.774
H -0.447 4.214 1.340
H -0.273 2.587 2.295
H 0.361 2.959 -0.931
H 0.729 1.419 0.105
H 2.624 3.701 -0.567
H 2.183 4.138 1.235
H 2.800 0.964 0.617
H 3.264 2.069 2.095
H 5.509 2.091 1.101
H 4.869 3.053 -0.502
H 4.701 0.017 0.004
H 4.290 0.891 -1.421
C -5.334 -3.212 -1.681
O -4.956 -2.573 -0.475
H -5.025 -2.591 -2.524
H -4.841 -4.185 -1.748
H -6.419 -3.339 -1.702
H -5.243 -3.148 0.255
```

As for the LUMO energy: -5.05 eV. As for the charge: +1. Its gap between HOMO and LUMO is 0.253 Eh. As for the HOMO energy: -11.94 eV.

---

(6)
Computed, not measured: the ion C9H17N2S with charge +1 at a distorted geometry, with wB97M-V/def2-TZVPD.

```
29
Properties=species:S:1:pos:R:3
C -1.131 2.357 0.956
C -0.992 1.634 -0.416
S -2.331 0.413 -0.747
C -1.262 -0.982 -0.238
C -1.657 -2.220 -1.125
C -1.567 -1.307 1.191
N 0.143 -0.448 -0.388
C 1.171 -1.232 -0.320
C 2.561 -0.824 -0.222
C 2.477 0.663 0.288
C 1.494 1.499 -0.594
N 0.202 0.822 -0.575
H -1.464 1.627 1.741
H -1.958 3.109 0.738
H -0.253 2.755 1.171
H -1.079 2.412 -1.207
H -1.281 -2.082 -2.170
H -2.705 -2.569 -1.058
H -1.119 -3.107 -0.855
H -1.444 -0.371 1.913
H -0.943 -2.258 1.488
H -2.647 -1.503 1.158
H 0.809 -2.282 -0.013
H 3.010 -1.397 0.658
H 3.059 -0.814 -1.121
H 2.104 0.758 1.401
H 3.475 1.231 0.224
H 1.501 2.543 -0.145
H 1.827 1.575 -1.732
```

As for the LUMO energy: -3.36 eV. As for the energy relative to the best compared isomer or geometry (same formula, charge and spin): 170.8 kJ/mol. The structure (SMILES) is C[C@@H]1SC(C)(C)[N+]2=CCCCN12. As for the charge: +1. Its gap between HOMO and LUMO is 0.347 Eh. As for the HOMO energy: -12.80 eV.

---

(7)
Computed, not measured: the molecule C6H6O2 at a distorted geometry, with wB97M-V/def2-TZVPD.

```
14
Properties=species:S:1:pos:R:3
O -2.702 1.163 -1.519
C -1.992 0.059 -1.477
C -0.702 0.165 -0.691
C -0.832 0.866 0.525
O 0.206 0.911 1.320
C 1.259 -0.086 1.459
C 1.373 -0.815 0.184
C 0.541 -0.582 -0.832
H -2.311 -1.103 -2.022
H -1.496 1.743 0.498
H 2.090 0.575 1.939
H 1.159 -0.640 2.357
H 2.547 -1.171 0.136
H 0.860 -1.087 -1.878
```

As for the LUMO energy: 0.11 eV. As for the energy relative to the best compared isomer or geometry (same formula, charge and spin): 366.5 kJ/mol. The structure (SMILES) is O=CC1=COCC=C1. As for the charge: 0. Its gap between HOMO and LUMO is 0.308 Eh. As for the HOMO energy: -8.27 eV.

---

(8)
Computed, not measured: a structure of composition C6H18N4 at a distorted geometry, with wB97M-V/def2-TZVPD.

```
28
Properties=species:S:1:pos:R:3
C -2.420 0.697 -0.022
C -1.343 0.501 1.057
C -1.798 0.916 -1.403
C -3.413 -0.469 -0.046
N -0.524 -0.690 0.815
H -2.971 1.603 0.256
H 0.269 -0.705 1.447
H -1.057 -1.533 0.995
H -0.675 1.366 1.048
H -1.834 0.490 2.043
H -2.572 1.063 -2.160
H -1.196 0.053 -1.689
H -1.153 1.797 -1.407
H -2.929 -1.388 -0.383
H -3.838 -0.648 0.944
H -4.236 -0.263 -0.733
C 2.251 0.929 -0.569
C 2.522 -1.460 -0.653
N 2.838 -0.238 0.065
N 2.601 -0.390 1.830
N 3.691 -0.106 2.170
H 4.142 0.108 1.131
H 1.169 0.805 -0.684
H 2.684 1.080 -1.565
H 1.437 -1.602 -0.722
H 2.933 -1.423 -1.668
H 2.964 -2.310 -0.131
H 2.457 1.816 0.032
```

As for the LUMO energy: 0.98 eV. As for the energy relative to the best compared isomer or geometry (same formula, charge and spin): 313.3 kJ/mol. As for the charge: 0. Its gap between HOMO and LUMO is 0.370 Eh. As for the HOMO energy: -9.08 eV.

---

(9)
Computed, not measured: a structure of composition C4H7N3O at a distorted geometry, with wB97M-V/def2-TZVPD.

```
15
Properties=species:S:1:pos:R:3
C 1.300 -1.165 0.265
C 0.204 -0.238 0.815
C 0.916 0.292 1.979
C -0.901 0.180 -1.266
H 2.168 -1.469 0.994
H 1.829 -0.720 -0.460
H 0.712 -2.342 -0.035
H -0.510 -0.978 1.118
H -1.444 2.466 -0.405
H -0.717 -1.250 -1.415
H -1.792 0.821 -2.850
N 1.213 0.954 2.841
N -0.336 0.720 -0.060
N -1.484 1.117 -2.091
O -1.157 1.611 0.571
```

As for the LUMO energy: 0.22 eV. As for the energy relative to the best compared isomer or geometry (same formula, charge and spin): 831.3 kJ/mol. As for the charge: 0. Its gap between HOMO and LUMO is 0.341 Eh. As for the HOMO energy: -9.07 eV.

---

(10)
Computed, not measured: a cluster of 2 separate species, C2H8N2O in total at a distorted geometry, with wB97M-V/def2-TZVPD.

```
13
Properties=species:S:1:pos:R:3
N 2.108 1.098 0.026
C 0.925 0.326 0.266
C 0.565 -0.614 -0.606
N -0.436 -1.560 -0.373
H 2.933 0.550 0.204
H 2.091 1.967 0.531
H 0.294 0.683 1.076
H 1.160 -0.733 -1.501
H -0.456 -2.041 0.510
H -0.748 -2.139 -1.132
O -2.671 0.725 0.394
H -2.841 0.496 1.312
H -1.780 0.400 0.207
```

As for the LUMO energy: 0.98 eV. As for the energy relative to the best compared isomer or geometry (same formula, charge and spin): 167.9 kJ/mol. The structure (SMILES) is N/C=C/N.O. As for the charge: 0. Its gap between HOMO and LUMO is 0.325 Eh. As for the HOMO energy: -7.85 eV.

---

(11)
Computed, not measured: a structure of composition CHF3OPr at a distorted geometry, with wB97M-V/def2-TZVPD.

```
7
Properties=species:S:1:pos:R:3
O 2.251 0.084 -1.042
Pr 3.524 1.796 -0.502
H 1.073 -2.234 -0.531
C 0.572 -3.246 -0.295
F -0.462 -3.491 -1.107
F 1.430 -4.262 -0.425
F 0.107 -3.274 0.959
```

As for the multiplicity: 4. As for the LUMO energy (alpha / beta): -14.37 / -13.66 eV. As for the energy relative to the best compared isomer or geometry (same formula, charge and spin): 132.7 kJ/mol. As for the charge: +2. Its gap between HOMO and LUMO (alpha / beta) is 0.149 / 0.175 Eh. As for the HOMO energy (alpha / beta): -18.44 / -18.41 eV.

---

(12)
Computed, not measured: a cluster of 2 separate species, C2HCl2FO in total at a distorted geometry, with wB97M-V/def2-TZVPD.

```
7
Properties=species:S:1:pos:R:3
C -0.122 -0.558 0.252
C 0.361 0.849 -0.190
H -0.785 2.006 -0.522
O 1.788 0.823 -0.365
F -0.284 -0.561 1.537
Cl -1.913 -0.615 -0.431
Cl 0.956 -1.943 -0.282
```

As for the LUMO energy: -1.46 eV. As for the energy relative to the best compared isomer or geometry (same formula, charge and spin): 420.3 kJ/mol. As for the charge: 0. Its gap between HOMO and LUMO is 0.353 Eh. As for the HOMO energy: -11.07 eV.

---

Total energy values, unit eV, following the record order: -58971.1660 -29116.8843 -100053.6143 -12479.0497 -89688.4598 -23415.1697 -10409.6107 -12471.1125 -10771.1315 -7230.5871 -25298.1816 -31894.7698.